Molecular formula: ClH14O7
Method: DFT, ωB97M-V/def2-TZVPD

Values from the calculation:
**HOMO**: -6.73 eV
**Spin multiplicity**: 1
**ΔE to the lowest compared entry with this formula, charge and spin**: 0.273 eV
**HOMO-LUMO gap**: 10.03 eV
**Calculated total energy**: -995.40198 hartree
**Total charge**: -1

Last column: natural (NBO) charge in e.
Positions of all 22 atoms, in Å:
Cl (-2.2053, -15.6817, -14.0288)  -0.92
O (1.2937, -15.9001, -12.9157)  -0.95
O (-1.3868, -12.7388, -13.1753)  -0.98
O (-1.1138, -14.6326, -16.9450)  -0.97
O (-1.2556, -16.6476, -10.9936)  -0.96
O (-4.2421, -13.1712, -15.6062)  -0.95
O (-4.7012, -16.9081, -15.9274)  -0.96
O (-0.9820, -17.8922, -16.0978)  -0.97
H (-1.5167, -16.2833, -11.8394)  0.49
H (-1.3356, -17.1882, -15.5542)  0.49
H (-1.7422, -13.6100, -13.3511)  0.49
H (1.8075, -16.3545, -13.5833)  0.46
H (-1.2643, -15.0255, -16.0852)  0.49
H (-3.9197, -12.2870, -15.4317)  0.46
H (-4.1293, -16.7706, -15.1722)  0.49
H (-3.5195, -13.7448, -15.3512)  0.49
H (-1.0635, -12.7886, -12.2757)  0.46
H (-0.6494, -13.8168, -16.7581)  0.46
H (-1.1887, -17.5898, -11.1484)  0.46
H (-4.2884, -16.4122, -16.6344)  0.47
H (0.3930, -16.1843, -13.0712)  0.49
H (-0.4436, -17.4442, -16.7503)  0.46


Molecular formula: C20H31F6N2O9S3SiY
Method: DFT, ωB97M-V/def2-TZVPD

Values from the calculation:
**HOMO**: -9.92 eV
**Spin multiplicity**: 1
**ΔE to the lowest compared entry with this formula, charge and spin**: 0.076 eV
**HOMO-LUMO gap**: 8.76 eV
**Calculated total energy**: -3689.36701 hartree

Last column: Mulliken charge in e.
Positions of all 73 atoms, in Å:
Y (2.6942, -2.4513, -0.4084)  1.41
S (0.1867, -2.1557, -1.9078)  -0.33
S (1.7444, 0.2001, 0.0147)  1.44
S (-0.2686, -3.2714, 0.3652)  0.53
Si (-1.0083, 1.4440, 0.2514)  -2.17
F (2.2585, 2.7583, 0.2795)  -0.20
F (2.3233, 1.6232, 2.1361)  -0.20
F (0.0420, -4.8018, -2.0078)  -0.23
F (0.2134, -3.8107, -3.9062)  -0.19
F (1.9434, -3.9096, -2.5992)  -0.28
F (3.9459, 1.4811, 0.7253)  -0.22
O (-2.1060, 0.4170, 0.8471)  0.71
O (2.0653, -0.8854, 1.0211)  -0.91
O (-0.5228, -2.3058, 1.3902)  -0.25
O (6.9223, -2.7093, -0.2368)  -0.65
O (4.7605, -2.0849, -0.3729)  -0.63
O (2.5930, -0.1763, -1.1473)  -0.88
O (-1.7197, 2.1936, -1.0079)  1.07
O (-0.4734, 2.4653, 1.3990)  0.26
O (1.1698, -3.7785, 0.3658)  -0.43
N (0.3777, 0.5899, -0.2922)  -0.06
N (3.9284, -4.5804, -0.4000)  0.03
C (-3.4316, -0.0058, 0.4968)  1.95
C (-3.8259, -1.0149, 1.5629)  -1.55
C (4.2643, -6.9284, -0.2122)  -0.83
C (6.1327, -5.4359, -0.0977)  -0.73
C (5.7430, -2.9434, -0.2884)  0.49
C (-0.9624, 2.0387, -3.2628)  -1.53
C (-1.7120, 2.1554, 3.4655)  -1.48
C (5.6287, -6.7251, -0.0708)  -0.18
C (-1.1334, 3.1556, 2.4745)  1.79
C (-4.3813, 1.1821, 0.5166)  -1.56
C (-1.3427, 2.9906, -2.1386)  1.67
C (-2.5762, 3.8039, -2.4959)  -1.79
C (3.4467, -5.8254, -0.3727)  -0.26
C (5.2474, -4.3862, -0.2620)  0.42
C (0.5602, -3.7245, -2.6181)  0.66
C (-3.4052, -0.6523, -0.8802)  -1.32
C (2.6261, 1.6058, 0.8414)  0.49
C (-0.1828, 3.9064, -1.7839)  -1.28
C (-2.2235, 4.0437, 1.8906)  -1.36
C (-0.0502, 3.9894, 3.1373)  -1.83
H (2.3738, -5.9213, -0.4824)  0.49
H (-1.7867, 4.8002, 1.2373)  0.29
H (-0.0239, 4.6365, -2.5788)  0.54
H (-2.8640, 4.4458, -1.6624)  0.36
H (-0.9506, 1.4314, 3.7563)  0.28
H (-4.4252, 1.6232, 1.5138)  0.30
H (-2.5511, 1.6048, 3.0451)  0.12
H (-3.0076, 0.0351, -1.6261)  0.04
H (-3.8304, -0.5470, 2.5473)  0.34
H (3.8349, -7.9190, -0.1945)  0.40
H (-3.1177, -1.8419, 1.5871)  0.18
H (-5.3866, 0.8552, 0.2462)  0.56
H (0.7407, 3.3435, -1.6587)  0.21
H (-2.3815, 4.4324, -3.3654)  0.45
H (-4.8214, -1.4181, 1.3661)  0.39
H (-4.0685, 1.9478, -0.1926)  0.05
H (6.2930, -7.5688, 0.0614)  0.43
H (-0.6798, 2.5912, -4.1610)  0.47
H (0.4294, 4.6366, 2.4031)  0.37
H (-2.9361, 3.4589, 1.3077)  0.15
H (-2.0529, 2.6803, 4.3594)  0.52
H (-0.3846, 4.4476, -0.8584)  0.15
H (-2.7749, 4.5500, 2.6847)  0.49
H (-1.8050, 1.3915, -3.5095)  0.34
H (-4.4151, -0.9388, -1.1804)  0.54
H (-0.4791, 4.6122, 3.9240)  0.44
H (-0.1186, 1.4139, -2.9678)  0.19
H (7.1841, -5.2107, 0.0047)  0.50
H (-2.7841, -1.5481, -0.8725)  0.16
H (-3.4151, 3.1452, -2.7246)  0.33
H (0.7124, 3.3489, 3.5796)  0.33


Molecular formula: C35H57BN6O4OsSSi
Method: DFT, ωB97M-V/def2-TZVPD

Values from the calculation:
**HOMO (alpha / beta)**: -8.11 / -8.13 eV
**Spin multiplicity**: 1
**ΔE to the lowest compared entry with this formula, charge and spin**: 1.337 eV
**HOMO-LUMO gap (alpha / beta)**: 8.07 / 8.06 eV
**Calculated total energy**: -2800.69667 hartree

Last column: Mulliken charge in e.
Positions of all 106 atoms, in Å:
Os (-0.1458, -0.3176, 0.0120)  2.52
S (-0.0384, -2.7145, 1.8148)  1.50
Si (-0.0448, -1.0222, 3.9746)  0.55
O (-0.0831, -1.1465, 2.3195)  -0.46
O (1.1838, -3.2285, 2.3497)  -0.70
O (-0.0410, -2.5442, 0.3559)  -0.82
O (-1.2471, -3.3032, 2.2953)  -0.62
N (-1.7990, 0.0273, -1.5557)  -0.68
N (-0.2366, 2.4174, -1.6834)  0.37
N (1.3982, -0.0884, -1.7738)  -0.40
N (1.2072, 0.7589, -2.8078)  0.90
N (0.0493, 1.9951, -0.4322)  -0.29
N (-1.3640, 0.4244, -2.7771)  0.91
C (-1.9350, 1.0436, 3.2509)  0.52
C (0.5798, 2.9707, 1.7889)  3.50
C (-0.2353, 3.9438, 2.6417)  -1.93
C (-3.1831, 1.2625, -5.5198)  -1.54
C (-3.1949, -1.0940, 0.7649)  -0.96
C (-2.2033, 4.6772, -2.9869)  -1.52
C (-2.2434, 0.0872, -5.2117)  0.31
C (3.0418, -0.7757, 0.6774)  -0.75
C (1.8217, 2.6910, -5.3310)  -1.27
C (-3.7510, -1.3029, -0.6359)  0.78
C (-0.5475, -2.5620, 4.9523)  -1.48
C (3.3126, -1.3421, -0.7180)  0.14
C (2.8662, -2.8015, -0.8003)  -1.36
C (-3.3507, 2.2155, 4.7826)  -0.77
C (-1.3407, 0.3320, 4.2892)  0.45
C (4.0033, 2.6519, -4.1927)  -1.44
C (-2.9323, 1.9720, 3.4859)  -0.56
C (-2.7608, 1.5297, 5.8326)  -0.73
C (-0.3041, 3.7638, -1.6968)  0.19
C (-5.1244, -0.6221, -0.7427)  -1.61
C (3.3161, 0.1114, -2.8440)  -0.60
C (-2.1712, -0.1048, -3.7243)  0.29
C (-0.0333, 4.2153, -0.4154)  -0.73
C (1.7504, -0.5446, 4.4238)  -1.18
C (-0.6753, 4.5874, -2.8897)  1.57
C (0.1873, 3.0681, 0.3484)  -1.27
C (-3.1338, -0.8648, -3.0789)  -1.25
C (2.8216, 1.7744, -4.6410)  0.55
C (2.6695, -0.4842, -1.7662)  -0.32
C (-0.0432, 5.9792, -2.8324)  -2.00
C (2.0787, 3.2552, 1.9427)  -1.63
C (-1.7722, 0.5942, 5.5858)  -0.54
C (-0.9269, 0.2518, -5.9640)  -1.49
C (2.3768, 0.9198, -3.4737)  -0.42
C (-2.8709, -0.7513, -1.7171)  -0.51
B (-0.1940, 1.4425, -2.8937)  0.91
H (1.9745, -0.8659, 0.9164)  -0.23
H (-0.1024, 3.7261, 3.6975)  0.41
H (-3.3920, 2.4920, 2.6562)  0.49
H (2.3128, 3.1752, -6.1735)  0.60
H (2.4270, -1.3223, 4.0743)  0.29
H (2.0721, 0.3985, 3.9880)  0.27
H (-0.4808, 6.5709, -2.0325)  0.36
H (-2.6294, 3.6781, -3.0328)  0.29
H (4.3932, -1.3004, -0.9038)  0.45
H (-4.1361, 2.9293, 4.9792)  0.40
H (1.7960, -2.8835, -0.6230)  0.14
H (-1.2927, 3.8640, 2.4084)  0.36
H (-0.6969, 1.3052, -6.0740)  0.26
H (0.3902, 1.9434, 2.1264)  -1.74
H (-2.7740, 2.1866, -5.1178)  0.20
H (0.0764, 4.9686, 2.4542)  0.44
H (-2.2980, -1.6913, 0.9290)  -0.08
H (1.8539, -0.4641, 5.5001)  0.44
H (-0.3168, 2.0365, -3.8934)  -0.48
H (4.3389, -0.0438, -3.1252)  0.58
H (1.4814, 3.4654, -4.6504)  0.17
H (2.6557, 2.5052, 1.4084)  0.22
H (-3.0830, 1.7180, 6.8453)  0.42
H (3.6836, 3.3496, -3.4230)  0.30
H (-3.9167, -1.4296, -3.5428)  0.60
H (-1.0130, -0.1693, -6.9626)  0.51
H (3.3735, -3.3838, -0.0351)  0.46
H (-0.1080, -0.2436, -5.4522)  0.20
H (-1.5725, -2.8462, 4.7309)  0.35
H (-3.8745, -2.3754, -0.8210)  0.45
H (-5.0098, 0.4505, -0.6048)  0.35
H (3.3341, 0.2707, 0.7262)  0.22
H (-2.9921, -0.0335, 0.9118)  -0.15
H (0.0837, -3.3946, 4.6622)  0.44
H (-1.3211, 0.0568, 6.4051)  0.35
H (3.5970, -1.3366, 1.4254)  0.55
H (1.0282, 5.9064, -2.6641)  0.39
H (-3.3002, 1.3685, -6.5951)  0.46
H (4.8268, 2.0642, -3.8011)  0.41
H (-1.5945, 0.8549, 2.2388)  -0.22
H (0.0067, 5.2307, -0.0834)  0.54
H (2.3586, 3.2283, 2.9933)  0.47
H (2.3208, 4.2372, 1.5389)  0.40
H (-2.6143, 5.1873, -2.1178)  0.35
H (-5.5781, -0.7979, -1.7149)  0.40
H (3.2042, 1.0681, -5.3905)  0.46
H (-0.2069, 6.5033, -3.7709)  0.46
H (0.9750, 2.1377, -5.7137)  -0.17
H (-5.7950, -0.9968, 0.0266)  0.44
H (-2.7277, -0.8236, -5.5823)  0.55
H (-4.1638, 1.1003, -5.0773)  0.38
H (4.3712, 3.2320, -5.0368)  0.43
H (-2.4921, 5.2253, -3.8812)  0.40
H (3.0983, -3.2190, -1.7770)  0.42
H (-0.4547, -2.4037, 6.0217)  0.42
H (-3.9237, -1.4071, 1.5103)  0.55
H (-0.3169, 4.0783, -3.7851)  -0.54


- The lowest calculated total energy belongs to which entry?
  C20H31F6N2O9S3SiY